{"formula": "C5H14N2", "method": "ωB97M-V/def2-TZVPD", "homo_energy_ev": -8.04, "e_tot_ev": -8386.882, "largest_force_ev_per_a": 2.460, "gap_ev": 7.6, "lumo_energy_ev": -0.44, "elements": ["C", "C", "N", "C", "C", "N", "C", "H", "H", "H", "H", "H", "H", "H", "H", "H", "H", "H", "H", "H", "H"], "xyz": [[3.36834, 0.24544, -0.29111], [2.13010, -0.65277, -0.43687], [1.16196, -0.11634, -1.39441], [0.43821, 1.05139, -0.87230], [-0.91510, 0.67351, -0.17188], [-1.30133, -0.69071, -0.58593], [-2.51353, -0.55838, -0.15499], [3.78250, 0.34270, 0.70068], [3.10081, 1.25221, -0.63156], [4.11066, 0.00380, -1.05581], [1.77543, -0.84690, 0.59132], [2.35677, -1.65590, -0.80424], [1.06099, 1.60813, -0.16925], [0.32526, 1.78032, -1.68038], [-5.40608, -1.86519, 3.70530], [-0.74658, 0.77373, 0.91480], [-1.59405, 1.53152, -0.38291], [0.42103, -0.82173, -1.46016], [-2.89082, -0.73471, 0.87200], [-5.38559, -1.24710, 4.08443], [-3.27898, -0.07305, -0.77672]], "forces_ev_per_a": [[-0.347, 0.480, -1.656], [0.433, -0.326, 0.596], [-0.472, 0.379, 0.991], [0.593, -0.163, -0.603], [1.510, 1.933, 0.185], [-1.776, -0.117, 1.103], [0.792, 0.285, -0.611], [0.182, -0.340, 0.202], [-0.189, 0.050, 0.389], [0.299, -0.369, 0.416], [-0.605, 0.272, -0.200], [0.433, 0.094, -0.034], [-0.045, -0.256, 0.313], [-0.622, -0.293, -0.126], [-0.017, -0.528, -0.324], [-0.173, -0.445, -0.072], [-0.170, -0.556, -0.266], [0.281, 0.043, -0.447], [0.210, -0.729, 0.040], [0.019, 0.528, 0.321], [-0.337, 0.057, -0.215]], "nbo_charge": [-0.630, -0.224, -0.618, -0.211, -0.264, -0.671, 0.268, 0.208, 0.206, 0.212, 0.157, 0.194, 0.193, 0.190, -0.001, 0.171, 0.181, 0.389, 0.130, 0.001, 0.120]}

---

{"formula": "C8H21I2OP2Yb", "method": "ωB97M-V/def2-TZVPD", "homo_energy_ev": [-15.40, -15.39], "multiplicity": 2, "e_tot_ev": -76975.514, "largest_force_ev_per_a": 2.885, "s2": 0.75, "gap_ev": [7.4, 6.8], "lumo_energy_ev": [-8.01, -8.57], "charge": 2, "elements": ["I", "I", "Yb", "P", "C", "C", "H", "H", "H", "H", "H", "H", "C", "H", "H", "H", "P", "C", "C", "H", "H", "H", "C", "H", "H", "H", "H", "H", "H", "C", "O", "C", "H", "H", "H"], "xyz": [[0.30036, -0.66884, -4.75229], [-0.33817, 1.78819, -3.99130], [0.01148, -0.63352, -0.35996], [-2.50438, -0.03545, -0.02594], [-3.50747, 1.40401, 0.34223], [-3.09690, -0.63267, -1.67107], [-4.19432, -0.82472, -1.73412], [-4.24931, -1.56360, 1.03863], [-2.58964, -1.57213, -1.97225], [-2.64702, -2.33828, 0.89443], [-3.24755, 2.21952, -0.33115], [-2.81217, 0.08172, -2.47835], [-3.15683, -1.37545, 1.08497], [-4.59142, 1.30682, 0.31799], [-2.88954, -1.13989, 2.14028], [-3.25255, 1.79939, 1.32479], [2.50499, 0.04997, -0.01730], [3.45626, 1.52380, 0.35815], [3.19963, -1.26833, 1.09485], [2.64899, -1.47956, -1.96824], [4.23022, -0.67907, -1.72120], [2.82041, 0.17432, -2.46977], [3.12535, -0.52560, -1.65787], [2.72247, -2.24717, 0.90099], [4.29752, -1.41919, 1.04858], [4.54260, 1.46480, 0.33826], [3.18270, 1.91074, 1.33920], [2.92323, -1.04407, 2.15082], [3.17178, 2.33096, -0.31587], [-0.03543, 1.88034, 0.47557], [-0.05494, 2.96986, 0.75019], [0.00632, -0.30868, 2.12711], [0.03467, -1.40342, 2.43018], [-0.88769, 0.10464, 2.65311], [0.87633, 0.15056, 2.65635]], "forces_ev_per_a": [[-0.007, -0.214, 0.202], [0.003, 0.045, 0.308], [-0.032, 1.348, 2.225], [-2.614, -1.202, -0.204], [0.327, 1.206, 0.283], [-0.003, 0.125, -0.923], [0.799, 0.189, 0.223], [0.621, 0.381, -0.287], [-0.229, 0.141, 0.303], [-0.197, 0.303, -0.150], [0.043, -0.023, -0.272], [-0.337, -0.230, 0.587], [0.483, -0.138, 0.833], [0.047, -0.594, -0.155], [-0.247, 0.023, -0.685], [0.077, -0.184, 0.223], [2.665, -1.084, -0.151], [-0.400, 1.197, 0.263], [-0.502, -0.152, 0.834], [0.248, 0.178, 0.348], [-0.841, 0.164, 0.245], [0.331, -0.181, 0.585], [0.041, 0.083, -0.998], [0.190, 0.310, -0.145], [-0.623, 0.359, -0.283], [-0.011, -0.600, -0.151], [-0.071, -0.198, 0.221], [0.249, 0.032, -0.702], [-0.040, -0.034, -0.272], [0.007, 0.190, -1.054], [0.007, -0.564, 0.303], [0.031, -1.140, -0.321], [-0.023, 0.829, -0.057], [0.450, -0.267, -0.581], [-0.442, -0.295, -0.595]], "mulliken_spin": [0.000, 0.000, 1.012, -0.004, 0.000, 0.000, 0.000, 0.000, 0.000, 0.000, 0.000, 0.000, 0.000, 0.000, 0.000, 0.000, -0.004, 0.000, 0.000, 0.000, 0.000, 0.000, 0.000, 0.000, 0.000, 0.000, 0.000, 0.000, 0.000, 0.000, 0.000, -0.001, -0.001, 0.000, 0.000]}

---

{"formula": "C2H9N3", "method": "ωB97M-V/def2-TZVPD", "homo_energy_ev": -9.18, "e_tot_ev": -6689.330, "largest_force_ev_per_a": 1.783, "smiles": "[H]/N=C/N.CN", "gap_ev": 10.1, "lumo_energy_ev": 0.89, "elements": ["H", "N", "C", "N", "H", "H", "H", "C", "N", "H", "H", "H", "H", "H"], "xyz": [[-1.77539, 2.82606, 4.46642], [-1.39827, 2.32317, 3.66604], [-0.80680, 1.25894, 4.01610], [-0.46617, 0.29771, 3.11159], [-0.42083, 1.08067, 5.02434], [-0.99922, -0.08272, 2.35238], [0.32143, -0.30441, 3.29600], [0.30619, -1.35180, -3.67170], [1.62523, -0.79962, -4.03156], [-0.48741, -0.60933, -3.73124], [0.35961, -1.69770, -2.64392], [-0.02022, -2.20430, -4.26289], [1.54016, 0.15117, -4.36478], [2.22171, -0.88785, -3.22678]], "forces_ev_per_a": [[0.532, 0.161, 0.022], [-1.156, -0.277, -0.020], [0.280, 0.514, -0.240], [1.185, -1.322, -0.157], [-0.120, -0.134, 0.053], [-0.551, 0.918, -0.112], [-0.169, 0.139, 0.453], [0.161, 0.197, 0.273], [-0.736, -0.572, -0.336], [-0.032, 0.114, 0.045], [-0.260, -0.074, 0.204], [0.279, -0.067, -0.345], [0.303, -0.100, 0.297], [0.285, 0.503, -0.137]], "nbo_charge": [0.338, -0.695, 0.275, -0.835, 0.137, 0.401, 0.378, -0.411, -0.847, 0.182, 0.179, 0.179, 0.360, 0.358]}